(1)
{
  "formula": "C9H22BNO10S3",
  "method": "the ωB97M-V functional and the def2-TZVPD basis",
  "lumo_energy_ha": 0.014,
  "orbital_gap_ev": 10.46,
  "homo_energy_ev": -10.081,
  "elements": ["O", "C", "C", "H", "O", "H", "C", "H", "C", "H", "H", "O", "C", "H", "C", "H", "H", "H", "S", "C", "H", "O", "H", "O", "H", "H", "H", "B", "H", "H", "S", "H", "H", "C", "O", "H", "N", "H", "S", "O", "C", "H", "O", "O", "H", "O"],
  "positions_angstrom": [[-0.52770, -2.93606, -0.95864], [6.07710, 1.10474, -1.19770], [6.30595, 2.24643, -0.22360], [6.25981, 1.88905, 0.80702], [-1.19756, 0.54240, 0.73543], [-0.12454, 3.88186, 0.57107], [-4.58935, 2.33551, 0.91139], [-7.03965, -2.01250, -0.90897], [-5.99990, -2.43081, -0.90323], [7.27920, 2.71149, -0.39774], [1.27861, -3.11265, 2.49066], [-1.78651, 2.40683, 2.30896], [-4.82426, -2.78067, -0.93318], [-5.59895, 1.95872, 0.73071], [2.40665, -0.26874, -1.01213], [5.54443, 3.01901, -0.33275], [-4.09410, 2.39594, -1.16973], [0.37911, 2.49445, -0.45121], [3.46406, 1.12513, -1.27316], [0.07718, 2.81231, 0.54480], [6.88922, 0.38236, -1.09818], [4.85989, 0.40226, -0.92267], [6.08596, 1.45930, -2.23236], [-2.37182, 2.56547, -0.09449], [-2.85884, -2.30887, -0.07609], [-2.89359, -2.29791, -1.97168], [-4.63212, 3.41647, 1.05850], [-0.52922, -3.68026, 1.65599], [2.56077, -0.64444, -0.00178], [2.63187, -1.03280, -1.75389], [-1.38476, 1.94034, 1.01382], [1.37815, 0.07454, -1.12651], [0.50729, -4.42505, 3.21674], [-3.67379, 1.98825, -0.24860], [-1.11481, -2.41490, 1.91802], [0.85305, 2.56475, 1.26872], [0.78681, -4.00360, 2.31119], [-3.59649, 0.90502, -0.38124], [-1.14831, -4.28389, -0.77694], [-2.80892, -4.18893, -1.08774], [-3.25230, -2.79499, -1.01567], [-4.23260, 1.89585, 1.84311], [3.44997, 1.46054, -2.66774], [-1.10550, -4.71978, 0.84111], [-0.86538, -1.73994, 1.24283], [3.17589, 2.09778, -0.25247]],
  "lowdin_charge": [-0.4252, -0.2609, -0.0776, 0.0854, -0.2851, 0.0810, -0.0746, 0.0517, 0.0788, 0.0822, 0.0736, -0.2691, -0.0737, 0.0814, -0.1124, 0.0666, 0.1231, 0.0640, 0.5948, -0.1198, 0.1226, -0.2620, 0.1172, -0.2581, 0.1137, 0.1347, 0.0860, -0.7106, 0.0774, 0.0796, 0.6028, 0.0680, 0.0847, -0.2588, 0.0965, 0.0767, 0.1317, 0.1097, 1.0537, -0.3513, -0.2191, 0.0687, -0.2717, -0.1585, 0.0745, -0.2922]
}

---

(2)
{
  "formula": "C4H8N2O",
  "method": "the ωB97M-V functional and the def2-TZVPD basis",
  "lumo_energy_ha": 0.033,
  "e_above_lowest_kcal_mol": 45.3,
  "orbital_gap_ev": 9.96,
  "homo_energy_ev": -9.064,
  "elements": ["H", "H", "C", "C", "C", "H", "H", "H", "C", "H", "N", "N", "H", "O", "H"],
  "positions_angstrom": [[2.12471, -0.47983, -1.97121], [1.50715, -1.38623, -0.62006], [-0.73778, 1.01184, 1.41060], [0.39996, 0.06746, 1.51703], [-0.95696, -0.46253, -0.59159], [-1.83471, 0.10311, -0.91273], [1.27838, 0.30010, 0.91913], [0.61220, -0.44377, 2.45337], [0.18970, -0.03278, -1.51661], [-0.61938, 1.84794, 0.72141], [1.38270, -0.66497, -1.31401], [-0.83724, -0.32120, 0.85824], [-1.37250, 1.20986, 2.27002], [0.03141, 0.77044, -2.41789], [-1.16765, -1.51943, -0.80571]],
  "lowdin_charge": [0.1114, 0.1042, -0.1426, -0.1539, -0.1194, 0.1245, 0.0890, 0.1000, -0.5325, 0.1133, 0.1490, -0.1117, 0.1011, 0.0467, 0.1210]
}

---

(3)
{
  "formula": "C26H37N4O2PSi",
  "method": "the ωB97M-V functional and the def2-TZVPD basis",
  "lumo_energy_ha": 0.029,
  "orbital_gap_ev": 8.92,
  "homo_energy_ev": -8.140,
  "elements": ["C", "H", "C", "H", "H", "H", "H", "C", "C", "C", "C", "H", "C", "H", "P", "H", "N", "C", "H", "H", "O", "C", "N", "H", "C", "C", "H", "H", "N", "H", "C", "H", "H", "H", "C", "H", "C", "H", "C", "C", "C", "H", "C", "Si", "C", "H", "H", "H", "C", "C", "H", "C", "H", "C", "O", "H", "H", "H", "H", "H", "C", "H", "H", "H", "H", "C", "N", "H", "H", "H", "C"],
  "positions_angstrom": [[2.67380, 2.65252, 5.30532], [-3.11820, 3.14742, -5.40734], [1.38799, -1.34235, 0.49118], [-3.53618, 2.02613, -6.69775], [-6.67144, -0.86092, -5.76315], [6.33946, -4.85338, -3.14567], [-5.42421, 3.69516, -7.35226], [4.45557, 1.39838, 9.83823], [3.79000, 2.49009, 3.20550], [4.88341, 0.08501, 9.94803], [5.01350, -1.79564, -2.61003], [4.59627, -1.91060, 9.18710], [4.94999, -4.31066, -1.60325], [-5.79958, -2.27593, -5.15830], [-5.66781, -1.52958, -1.96809], [-3.77425, 0.06134, -3.86297], [4.20261, -3.38321, -1.00920], [-0.06186, 0.17445, -0.63405], [-3.00044, 3.66240, -7.09243], [-0.45638, 1.17283, -0.79155], [-5.77074, -3.04341, -2.69238], [-0.10085, -2.01670, -1.23906], [2.97441, 1.53334, 2.76979], [2.15917, -1.55782, 1.22111], [-5.03811, 3.54886, -6.33894], [1.81897, 1.65415, 4.86773], [-3.90067, -2.16672, -0.39589], [5.00120, -0.77807, -2.97574], [2.88460, 0.78286, 8.13718], [-5.10154, 4.51259, -5.82644], [-3.58902, 3.07349, -6.38734], [2.82451, -1.19831, 7.60436], [-7.20068, 1.25521, -3.93050], [1.02876, 1.27901, 5.50256], [4.29559, -0.87302, 9.13855], [5.66034, -0.18622, 10.65097], [0.91364, -0.05075, 0.32729], [4.37658, 3.85361, 4.75398], [4.24385, -2.15122, -1.51210], [2.00951, 1.13495, 3.59715], [-3.95118, -1.58839, -1.31897], [-6.20138, 1.64300, -2.54220], [3.45802, 1.69270, 8.92108], [-5.21722, -0.28021, -3.81266], [-5.95038, 2.56562, -5.63492], [4.90160, -5.30672, -1.17676], [-4.95432, -1.07279, -6.14082], [1.23035, -3.36572, -0.22490], [-6.15715, 1.36017, -3.59840], [5.75451, -4.05789, -2.70446], [-6.99582, 2.90463, -5.65674], [5.78546, -2.77147, -3.21875], [1.31025, 0.76621, 0.91519], [3.30414, -0.47435, 8.25396], [-5.51813, 2.42625, -4.29831], [6.39882, -2.53490, -4.07866], [-6.50591, -3.52903, -2.29733], [-0.52521, -2.77929, -1.88400], [3.10068, 2.71162, 8.81259], [3.62354, -1.41489, -1.01392], [-5.71449, -1.20802, -5.36875], [-5.90507, 1.59100, -6.14774], [2.56100, 3.07788, 6.29304], [1.35446, 0.35366, 3.22473], [4.57207, 2.79757, 2.51977], [3.68154, 3.08000, 4.45668], [-0.56877, -0.78163, -1.40881], [-3.25198, -1.98905, -2.05334], [-3.64652, -0.55810, -1.10911], [4.88333, 2.18176, 10.44880], [0.87204, -2.34893, -0.30792]],
  "lowdin_charge": [-0.0854, 0.0721, -0.0987, 0.0719, 0.0252, 0.0992, 0.1084, -0.0726, -0.1557, -0.0798, -0.0673, 0.1013, -0.1568, 0.0088, 0.7006, -0.0050, 0.0581, -0.1515, 0.0669, 0.1027, -0.4189, -0.1571, 0.0507, 0.1087, -0.2335, -0.0707, 0.0270, 0.1022, 0.0578, 0.1107, -0.1035, 0.1047, 0.0835, 0.1012, -0.0718, 0.1052, -0.0754, 0.0997, -0.1483, -0.1597, -0.3874, 0.0753, -0.1596, 0.5311, -0.2711, 0.1013, 0.0224, 0.0975, -0.3433, -0.0771, 0.1235, -0.0823, 0.0724, -0.1487, -0.2259, 0.1041, 0.0272, 0.1013, 0.0986, 0.0893, -0.2441, 0.1098, 0.0910, 0.0928, 0.1019, -0.0710, 0.0536, 0.0194, 0.0250, 0.1009, -0.0825]
}

---

(4)
{
  "formula": "C54H88O18",
  "method": "the ωB97M-V functional and the def2-TZVPD basis",
  "lumo_energy_ha": 0.002,
  "orbital_gap_ev": 9.07,
  "homo_energy_ev": -9.023,
  "elements": ["C", "H", "H", "H", "H", "C", "H", "H", "O", "C", "H", "H", "H", "H", "H", "C", "C", "C", "H", "H", "O", "O", "H", "H", "H", "C", "O", "H", "O", "C", "H", "O", "H", "C", "C", "O", "H", "O", "C", "O", "C", "C", "C", "H", "H", "C", "C", "H", "H", "H", "C", "H", "C", "H", "H", "C", "H", "H", "H", "O", "C", "C", "H", "C", "H", "H", "C", "H", "C", "C", "H", "C", "H", "C", "C", "H", "H", "C", "H", "H", "H", "O", "C", "H", "C", "H", "H", "C", "H", "H", "C", "H", "H", "H", "H", "H", "C", "C", "H", "H", "H", "C", "O", "H", "O", "C", "H", "H", "C", "C", "H", "H", "H", "C", "O", "H", "H", "H", "H", "C", "H", "H", "H", "H", "H", "C", "H", "H", "C", "C", "C", "H", "C", "C", "H", "H", "C", "C", "C", "H", "H", "C", "H", "C", "O", "H", "H", "H", "H", "O", "H", "H", "O", "H", "H", "O", "C", "C", "H", "H"],
  "positions_angstrom": [[2.67429, 3.18010, 4.26879], [-3.05906, -2.61068, -2.32600], [-4.10132, -8.28751, -0.11896], [-0.68635, -5.15843, -0.88212], [-2.85943, 3.50080, 3.52738], [-4.34269, -2.12618, 2.18107], [0.60994, 3.59868, 2.47979], [5.52503, 2.62206, 2.07658], [-2.87589, -3.08201, -0.33480], [-0.32973, -4.13355, -0.84471], [5.66759, -0.45227, -1.62690], [1.04629, 2.57934, 7.28003], [7.21198, -1.16978, -3.67809], [-1.60287, -0.03985, 2.67242], [-3.68343, -0.28588, 4.13257], [0.85596, -1.64187, -2.05800], [-4.61552, -0.22458, -1.06697], [-7.20609, -2.80846, -0.60284], [5.87562, 0.10628, 1.87242], [-1.64767, -1.76965, -0.12014], [0.59574, 0.49042, 3.60157], [-7.20234, -5.06020, -1.32761], [-3.53247, -5.72879, -4.05682], [2.32872, 4.21808, 4.23668], [-5.13012, -5.63108, -2.33890], [-5.46990, -1.21329, -1.34472], [3.16448, 3.37816, 1.93072], [-2.44697, -5.52910, -1.87827], [4.26231, 1.71565, 0.72129], [-6.69512, -1.56946, -0.67145], [0.51590, 0.10844, -4.22166], [4.09371, 1.49751, -2.60340], [1.78791, 2.11170, -3.37659], [-3.51945, -5.77635, 0.69767], [5.67839, 0.56449, -4.22319], [6.27290, 2.45933, -1.19647], [7.17978, 3.34708, 0.35807], [-4.86606, -0.97846, 1.71890], [-5.93122, 1.36754, 0.45873], [0.43868, 2.39470, 4.89739], [0.95337, 2.56832, 2.54216], [1.29255, -0.19142, -2.27363], [1.80320, 3.06443, 6.66979], [0.13525, 0.00895, 4.30002], [0.75896, 2.06863, 1.59623], [2.44693, 2.57843, 2.87316], [-1.92716, 0.97735, 2.42253], [5.87030, 0.51756, -5.30194], [-7.26443, -0.76796, -0.22578], [4.64384, 2.31474, 4.14280], [-2.60483, -3.38214, -1.68801], [4.27342, 2.98465, 5.72100], [-3.83045, -4.99646, 1.73101], [-3.05961, -0.52805, 0.91174], [5.31275, 4.85494, 0.93983], [-4.09839, 0.64113, 3.74286], [3.65367, 1.15703, -4.58226], [-0.82464, -3.59550, -2.87734], [-1.11906, 0.54383, 0.68333], [6.42571, -1.70317, -3.87100], [6.16243, 3.05904, 0.07397], [0.24545, 2.87582, -2.10515], [-3.83261, -3.11301, -0.21452], [1.80614, 2.41965, 5.28686], [4.98321, 3.03164, -5.41431], [2.76495, 2.96378, 7.16102], [-1.81109, 3.38091, 3.26696], [-5.77154, 2.28159, 1.02558], [0.34761, 0.54832, -3.23183], [4.49670, 1.51583, -3.97583], [4.51462, -1.76048, -1.93673], [-5.15117, -4.44422, 1.98481], [1.33296, 0.32843, -1.30949], [6.41030, 0.82812, 1.26192], [-5.39280, -3.15722, 2.25389], [-8.18200, -2.96963, -0.16718], [6.73893, 1.37302, -2.77594], [-4.52641, -5.15329, -1.55438], [-6.49459, 1.61891, -0.43667], [6.02514, 4.65051, -1.74646], [-1.67515, 3.65455, 2.22478], [-0.90546, -1.25223, -0.48955], [-1.11709, 0.29104, -2.84722], [-1.80760, 0.44553, -4.87790], [4.16271, 3.15362, 4.64974], [-0.49278, -3.75152, 0.15914], [0.28379, 2.46916, -4.21255], [-4.46072, -6.18305, -0.39262], [-4.05519, -4.04234, -3.99897], [1.42977, -2.05994, -1.23295], [0.17530, 1.83103, 3.63087], [-6.51269, 0.68914, 1.07504], [-3.92038, 1.43369, 4.46353], [4.03078, 3.61692, -4.04106], [3.73849, 3.50384, -1.31115], [-5.21638, -1.85896, -2.17671], [3.81954, 3.88894, -0.29300], [4.87097, 4.45334, 4.28455], [6.59794, 0.38977, 0.28568], [7.36099, 1.06601, 1.73020], [-3.09118, 0.53858, -3.67693], [4.83808, 2.95414, -4.34099], [2.59223, -0.24056, -2.86570], [2.83240, 1.54993, 2.84610], [-1.43675, 1.33457, 1.13895], [-0.64346, -1.78363, -1.75978], [-3.78865, 1.99295, 2.11037], [-4.83074, -7.88647, -1.67366], [-3.93967, 0.01399, 1.27901], [-6.58527, -4.05325, -1.07244], [-5.17400, 0.52050, 3.63403], [5.75501, 3.25881, -3.84291], [-6.39635, -2.78901, 2.40025], [-3.15886, -4.75254, -2.16112], [5.75223, 5.19221, -0.99231], [-3.11611, -7.57128, -1.39312], [3.43930, 0.37927, -1.08545], [1.08352, -2.19194, -2.97182], [-1.22837, 4.04230, 3.90175], [-4.10171, -7.56677, -0.93308], [-1.74382, 1.60310, 4.46446], [5.38425, 2.13453, -1.44591], [4.48087, 5.27552, 4.88035], [-0.83446, 2.99496, -2.09042], [-5.98943, -5.12949, 1.92202], [5.57805, 2.09337, 1.11624], [3.16121, 4.75016, -0.19078], [4.51226, -1.26445, -4.33832], [-3.47548, 0.98642, 2.39307], [5.26919, 4.31255, -0.00925], [-3.27912, -4.73795, -3.68656], [-2.50247, -6.12678, 0.59569], [-2.07220, 0.84185, -3.90125], [-1.07359, -3.27396, -1.86421], [-2.34520, -4.42950, -4.14733], [0.73507, -4.14394, -1.05558], [3.68855, 0.21881, -2.14374], [5.31965, -0.85297, -3.72434], [-4.58763, 0.74374, 0.08072], [-3.05394, -4.68156, 2.41193], [2.17708, 1.38410, 5.35535], [-1.36853, 1.93762, 3.49200], [5.94008, 4.37219, 4.47119], [0.70243, 2.04224, -3.29932], [-1.38993, -1.10382, -2.75127], [2.43012, 2.34374, 0.30611], [-2.02636, 1.92533, -3.92863], [-1.31903, 0.74801, -1.86836], [0.54585, 2.42313, -1.16429], [6.89378, 0.98606, -3.65093], [-3.73234, -0.16496, -1.68855], [0.69312, 3.86582, -2.15922], [-5.24019, -3.97835, -1.14862], [-5.47901, -6.23035, 0.00897], [4.71079, 4.68430, 3.23563], [-3.17137, -2.26772, 2.43433], [4.84542, -0.77707, -2.26696], [3.36150, 2.79678, 0.67847], [1.55097, 4.11754, 6.58316], [-3.89379, 1.54475, -0.19334]],
  "lowdin_charge": [-0.2021, 0.1388, 0.0865, 0.0715, 0.0776, -0.4792, 0.1373, 0.1379, -0.0309, -0.0126, 0.1155, 0.0838, 0.0935, 0.1506, 0.0891, -0.0056, -0.0198, 0.0111, 0.0872, 0.0786, 0.0541, 0.1203, 0.0863, 0.1600, 0.1481, -0.0757, -0.0377, 0.1211, -0.0410, -0.0495, 0.1613, -0.0921, 0.0918, -0.0509, -0.2708, -0.0305, 0.1679, 0.0124, -0.0370, -0.0344, -0.0102, -0.2481, -0.0167, 0.1229, 0.1135, -0.2509, -0.2944, 0.1652, 0.1046, 0.1088, -0.2748, 0.0985, -0.0795, 0.1265, 0.1516, -0.0223, 0.1556, 0.1460, 0.0717, -0.0092, -0.2521, -0.0724, 0.0756, -0.3277, 0.0913, 0.0711, -0.0277, 0.0802, -0.1965, -0.3036, 0.1337, -0.0506, 0.1540, -0.0013, 0.0173, 0.1201, 0.0686, -0.2061, 0.0891, 0.0842, 0.0879, 0.0363, -0.3328, 0.0916, -0.1900, 0.0947, 0.1133, -0.2952, 0.0923, 0.1310, -0.4969, 0.0720, 0.0784, 0.0850, 0.1109, 0.1112, -0.0179, -0.0887, 0.0676, 0.0885, 0.0714, -0.0015, -0.0347, 0.1644, -0.0128, -0.4839, 0.1287, 0.0867, -0.2248, -0.4722, 0.0876, 0.0759, 0.1180, -0.2233, -0.0039, 0.0786, 0.1553, 0.1453, 0.0875, -0.0396, 0.1434, 0.0673, 0.0773, 0.0703, 0.1251, -0.3037, 0.1361, 0.1588, -0.2292, -0.3088, -0.0279, 0.1145, -0.0047, -0.1930, 0.0777, 0.0807, -0.3329, -0.3212, -0.2676, 0.1147, 0.1586, -0.2088, 0.0737, -0.1790, -0.0333, 0.1432, 0.0786, 0.1374, 0.0564, 0.0012, 0.0924, 0.0774, -0.0116, 0.1329, 0.0521, 0.1244, -0.0161, -0.3496, 0.0887, 0.1442]
}